# 1
51
Properties=species:S:1:pos:R:3 method="wB97M-V/def2-TZVPD" smiles="N[C@@H](Cc1c[nH]c2ccccc12)C(=O)N[C@@H](Cc1c[nH]c2ccccc12)C(=O)O" e_homo_ev=-8.0 homo_lumo_gap_ev=8.5 total_energy_ha=-1296.2303 e_above_lowest_kcal_mol=92.63
C 1.31 1.50 2.30
C 0.19 1.10 1.39
C 2.21 2.51 1.56
C 2.88 2.03 0.36
C 2.36 1.66 -0.85
C 4.32 1.79 0.22
C 4.53 1.39 -1.07
C 5.28 1.91 1.21
C 5.86 1.48 -1.69
C 6.60 1.87 0.71
C 6.84 1.71 -0.75
C -1.52 -0.70 1.03
C -2.11 -1.67 2.16
C -1.43 -1.45 -0.26
C -2.81 -2.05 -0.76
C -3.18 -3.38 -0.58
C -3.95 -1.52 -1.36
C -4.88 -2.53 -1.59
C -4.20 -0.21 -1.83
C -5.96 -2.24 -2.32
C -5.36 0.17 -2.48
C -6.27 -0.89 -2.72
H 2.24 -0.24 2.05
H 2.80 0.62 3.30
H 0.84 2.00 3.14
H 1.41 3.35 1.47
H 2.93 2.95 2.25
H 1.32 1.50 -1.24
H 3.10 0.68 -2.56
H 5.02 2.17 2.18
H 6.30 1.25 -2.64
H 7.41 1.77 1.43
H 7.77 1.68 -1.19
H 0.10 -0.65 2.42
H -2.04 0.21 0.92
H -1.01 -0.86 -1.03
H -0.67 -2.16 -0.16
H -2.64 -4.05 0.08
H -4.56 -4.62 -1.10
H -3.41 0.62 -1.81
H -6.65 -2.99 -2.69
H -5.62 1.20 -2.74
H -7.05 -0.76 -3.55
H -3.71 -1.95 1.17
N 1.98 0.30 2.85
N 3.35 1.28 -1.79
N -0.16 -0.21 1.50
N -4.42 -3.62 -0.85
O -0.47 1.90 0.74
O -1.43 -1.96 3.12
O -3.41 -1.91 2.06



# 2
51
Properties=species:S:1:pos:R:3 method="wB97M-V/def2-TZVPD" smiles="N[C@@H](Cc1c[nH]c2ccccc12)C(=O)N[C@@H](Cc1c[nH]c2ccccc12)C(=O)O" e_homo_ev=-8.0 homo_lumo_gap_ev=8.3 total_energy_ha=-1296.2640 e_above_lowest_kcal_mol=71.50
C 2.56 -2.07 1.74
C 1.09 -2.27 1.46
C 3.16 -0.79 1.05
C 2.71 -0.48 -0.37
C 2.89 -1.00 -1.62
C 2.26 0.87 -0.59
C 2.16 1.10 -1.87
C 1.72 1.83 0.28
C 1.71 2.27 -2.56
C 1.15 2.96 -0.31
C 1.03 3.16 -1.68
C -1.15 -1.12 1.86
C -1.59 -2.07 3.07
C -2.02 -1.71 0.67
C -2.01 -0.66 -0.39
C -1.15 -0.63 -1.52
C -2.74 0.61 -0.46
C -2.20 1.31 -1.51
C -3.75 1.07 0.39
C -2.71 2.62 -1.76
C -4.13 2.35 0.17
C -3.71 3.09 -0.97
H 2.61 -4.08 1.36
H 3.22 -3.20 0.19
H 2.65 -1.87 2.85
H 2.81 0.17 1.57
H 4.23 -0.83 1.15
H 3.21 -2.00 -1.85
H 2.45 -0.06 -3.57
H 1.69 1.77 1.36
H 1.61 2.47 -3.65
H 0.46 3.63 0.25
H 0.41 4.03 -2.00
H 0.73 -0.32 1.68
H -1.41 -0.06 2.14
H -3.09 -1.67 1.04
H -1.72 -2.70 0.35
H -0.40 -1.37 -1.72
H -0.47 1.00 -2.76
H -4.11 0.55 1.23
H -2.37 3.21 -2.60
H -4.98 2.64 0.80
H -4.07 4.11 -1.19
H -0.77 -3.56 2.06
N 3.26 -3.26 1.26
N 2.43 -0.03 -2.51
N 0.32 -1.21 1.67
N -1.27 0.59 -2.24
O 0.68 -3.40 1.10
O -1.98 -1.59 4.09
O -1.38 -3.41 2.83



# 3
54
Properties=species:S:1:pos:R:3 method="wB97M-V/def2-TZVPD" e_homo_ev=-13.7 charge=+2 homo_lumo_gap_ev=5.9 total_energy_ha=-1844.3695
C 0.59 -2.04 4.24
C 0.79 -0.87 3.54
C 0.60 -0.86 2.17
C 0.81 0.37 1.37
C 0.05 0.59 0.23
C 0.25 1.74 -0.50
N 1.16 2.65 -0.15
C 1.40 3.86 -0.95
C 0.44 5.07 -0.75
C -0.31 5.24 0.59
C -1.85 5.29 0.48
S -2.56 4.06 -0.64
C -3.27 2.92 0.47
N -3.26 1.66 0.17
N -3.95 1.03 1.21
C -4.30 1.96 2.02
O -3.90 3.19 1.61
C 1.90 2.45 0.96
C 1.74 1.33 1.74
C 0.18 -2.03 1.54
C 0.00 -3.17 2.28
N 0.21 -3.15 3.60
H 0.75 -2.07 5.30
H 1.09 0.01 4.07
H -0.69 -0.12 -0.07
H -0.33 1.92 -1.39
H 2.42 4.18 -0.77
H 1.37 3.55 -1.99
H -0.24 5.08 -1.59
H 1.07 5.94 -0.87
H -0.03 4.52 1.35
H -0.01 6.20 0.98
H -2.16 6.29 0.21
H -2.28 5.10 1.45
H -4.85 1.80 2.93
H 2.64 3.19 1.21
H 2.35 1.19 2.61
H 0.01 -2.05 0.48
H -0.31 -4.11 1.85
H 0.07 -4.01 4.12
C 0.03 -3.72 -3.54
C 0.38 -4.58 -4.52
C 1.25 -5.78 -4.25
O 1.51 -6.51 -5.18
C 1.74 -5.99 -2.89
C 1.39 -5.13 -1.93
C 0.50 -3.95 -2.20
O 0.20 -3.22 -1.25
O 1.80 -5.24 -0.67
O -0.01 -4.44 -5.77
H -0.60 -2.86 -3.72
H 2.38 -6.84 -2.71
H 1.41 -4.47 -0.21
H 0.37 -5.18 -6.28



# 4
54
Properties=species:S:1:pos:R:3 method="wB97M-V/def2-TZVPD" smiles="CCc1nnc(NC(=O)CSc2nnc(COc3ccccc3)n2-c2ccc(C)cc2)s1" e_homo_ev=-8.6 homo_lumo_gap_ev=9.2 total_energy_ha=-2126.9315 e_above_lowest_kcal_mol=27.26
C 1.40 7.10 1.77
H 2.23 7.21 1.07
H 1.70 6.43 2.57
H 1.18 8.08 2.19
C 0.17 6.56 1.05
C 0.44 5.23 0.44
N 0.46 4.98 -0.81
N 0.77 3.73 -1.13
C 0.98 2.97 -0.11
N 1.33 1.66 -0.12
C 1.26 0.73 -1.13
O 1.59 -0.41 -0.90
C 0.74 1.19 -2.47
H 0.32 2.20 -2.42
H 1.52 1.13 -3.22
S -0.56 0.01 -2.99
C -1.28 -0.15 -1.42
N -1.52 0.84 -0.60
N -1.88 0.31 0.57
C -1.86 -0.99 0.47
N -1.49 -1.36 -0.80
C -1.34 -2.63 -1.39
C -1.88 -2.85 -2.65
C -1.72 -4.08 -3.25
C -1.03 -5.10 -2.62
C -0.50 -4.86 -1.35
C -0.65 -3.64 -0.73
H -0.22 -3.46 0.24
H 0.04 -5.65 -0.84
C -0.83 -6.43 -3.29
H -0.73 -7.22 -2.56
H 0.07 -6.40 -3.90
H -1.67 -6.66 -3.94
H -2.13 -4.24 -4.24
H -2.42 -2.06 -3.15
C -2.04 -1.92 1.62
O -0.77 -2.32 2.12
C 0.13 -1.32 2.42
C -0.23 -0.07 2.91
C 0.75 0.87 3.18
C 2.08 0.58 2.94
C 2.44 -0.67 2.47
C 1.47 -1.62 2.21
H 1.74 -2.60 1.83
H 3.48 -0.91 2.29
H 2.84 1.32 3.14
H 0.46 1.83 3.57
H -1.27 0.18 3.08
H -2.52 -2.85 1.30
H -2.65 -1.44 2.38
H 1.58 1.26 0.78
S 0.82 3.82 1.43
H -0.13 7.23 0.24
H -0.66 6.47 1.75



# 5
54
Properties=species:S:1:pos:R:3 method="wB97M-V/def2-TZVPD" e_homo_ev=-10.2 charge=+1 homo_lumo_gap_ev=6.1 total_energy_ha=-1577.9097 e_above_lowest_kcal_mol=36.76
Pb -0.32 -1.40 -0.18
O -5.30 0.26 4.39
C -4.18 -0.06 4.80
O -3.68 -0.54 5.82
C -3.13 0.06 3.65
C -1.81 -0.23 3.84
C -0.90 -0.30 2.80
N -1.32 -0.07 1.51
C -2.58 0.17 1.36
C -3.51 0.36 2.35
C -3.10 0.24 -0.09
C -4.32 0.75 -0.49
C -4.71 0.64 -1.83
C -3.83 0.01 -2.71
C -2.60 -0.38 -2.30
N -2.29 -0.32 -0.99
C 0.55 -0.69 3.03
C 1.12 -0.61 4.26
C 2.36 -1.13 4.48
C 3.09 -1.61 3.37
C 2.49 -1.50 2.11
N 1.21 -1.12 1.94
H -1.41 -0.42 4.87
H -4.53 0.55 2.17
H -5.00 1.23 0.22
H -5.71 0.91 -2.12
H -4.13 0.01 -3.78
H -1.78 -0.75 -2.91
H 0.62 -0.08 5.03
H 2.83 -1.15 5.42
H 4.08 -2.08 3.58
H 2.97 -1.80 1.17
C 1.57 1.30 -1.14
N 2.56 1.81 -2.06
C 1.96 1.89 -3.36
N 1.64 0.57 -3.83
C 0.67 0.00 -2.94
N 1.23 -0.10 -1.59
C 2.53 -0.95 -1.64
N 3.55 -0.32 -2.48
C 3.78 1.01 -2.04
C 2.87 -0.23 -3.85
H 0.61 1.85 -1.30
H 1.88 1.25 -0.12
H 2.67 2.35 -4.09
H 1.13 2.51 -3.32
H 0.30 -0.98 -3.26
H -0.19 0.65 -2.86
H 2.36 -1.93 -1.99
H 2.87 -1.08 -0.55
H 4.54 1.54 -2.70
H 4.18 0.98 -1.00
H 2.55 -1.28 -4.08
H 3.56 0.17 -4.57



# 6
58
Properties=species:S:1:pos:R:3 method="wB97M-V/def2-TZVPD" e_homo_ev=-3.9 charge=-1 homo_lumo_gap_ev=6.1 total_energy_ha=-4224.3337 e_above_lowest_kcal_mol=10.58
Ag -0.66 -0.33 -0.40
C 2.88 -1.44 0.08
N 2.06 -0.44 -0.59
C 2.24 -0.51 -2.03
C 2.36 0.88 -0.05
C 1.49 2.01 -0.57
N 0.11 1.79 -0.20
C -0.76 2.80 -0.31
C -2.06 2.66 0.27
F -2.35 1.52 0.93
C -3.02 3.63 0.22
F -4.21 3.39 0.81
C -2.82 4.86 -0.40
C -1.58 5.03 -0.97
F -1.30 6.19 -1.61
C -0.59 4.06 -0.94
F 0.56 4.35 -1.61
H 3.95 -1.27 -0.09
H 2.63 -2.43 -0.29
H 2.69 -1.41 1.15
H 3.25 -0.20 -2.33
H 1.51 0.12 -2.53
H 2.08 -1.54 -2.36
H 3.42 1.14 -0.24
H 2.23 0.83 1.04
H 1.63 2.11 -1.65
H 1.89 2.93 -0.13
H -3.58 5.62 -0.44
Se -2.29 -1.09 -2.40
C -3.07 -2.43 -1.30
C -3.58 -2.15 -0.02
C -4.10 -3.17 0.76
N -4.16 -4.45 0.39
C -3.68 -4.72 -0.83
C -3.14 -3.77 -1.69
H -3.56 -1.13 0.35
H -4.49 -2.94 1.75
H -3.72 -5.76 -1.14
H -2.77 -4.07 -2.66
O 3.30 -4.80 5.20
C 2.03 -4.21 5.27
N 1.53 -3.80 3.97
C 1.35 -4.74 3.01
O 1.63 -5.92 3.21
C 0.83 -4.27 1.69
C 1.03 -5.06 0.57
C 0.55 -4.62 -0.65
C -0.11 -3.40 -0.71
N -0.32 -2.64 0.37
C 0.13 -3.08 1.54
H 3.19 -5.58 4.64
H 2.13 -3.31 5.88
H 1.31 -4.88 5.73
H 1.46 -2.83 3.74
H 1.55 -6.00 0.67
H 0.68 -5.20 -1.55
H -0.51 -3.00 -1.64
H -0.12 -2.46 2.39



# 7
61
Properties=species:S:1:pos:R:3 method="wB97M-V/def2-TZVPD" e_homo_ev="-15.3 / -15.6" charge=+2 s_squared=1.1309 homo_lumo_gap_ev="7.0 / 6.0" total_energy_ha=-4739.2176 e_above_lowest_kcal_mol=0.00 multiplicity=2
Os 0.47 0.02 0.39
C 2.98 -1.84 2.01
C 2.31 -0.73 2.80
N 1.81 0.44 2.00
C 2.95 1.16 1.35
C 2.43 2.20 0.36
C 1.11 1.37 2.95
C -0.37 1.07 2.96
N -0.80 1.10 1.55
C -1.98 1.68 1.24
C -2.16 2.29 -0.02
F -1.11 2.37 -0.83
C -3.35 2.89 -0.37
F -3.44 3.49 -1.54
C -4.43 2.89 0.51
C -4.29 2.28 1.75
F -5.31 2.23 2.58
C -3.10 1.70 2.12
F -3.03 1.06 3.28
H 3.29 -2.61 2.73
H 3.88 -1.50 1.50
H 2.33 -2.31 1.28
H 3.00 -0.33 3.54
H 1.44 -1.12 3.34
H 3.56 0.42 0.84
H 3.56 1.63 2.13
H 1.60 1.83 -0.28
H 3.21 2.45 -0.36
H 2.08 3.12 0.82
H 1.25 2.39 2.61
H 1.55 1.29 3.94
H -0.89 1.80 3.57
H -0.58 0.08 3.37
H -5.36 3.36 0.23
C 0.36 1.16 -2.89
C -0.52 -0.01 -2.62
C -1.20 -0.55 -3.73
C -2.01 -1.64 -3.61
C -2.11 -2.25 -2.34
C -2.87 -3.43 -2.13
C -2.90 -4.06 -0.90
C -2.16 -3.54 0.15
C -1.42 -2.36 -0.03
S -0.42 -1.80 1.22
C -1.40 -1.68 -1.28
N -0.65 -0.54 -1.40
H 0.92 0.98 -3.81
H 1.09 1.34 -2.10
H -0.24 2.05 -3.04
H -1.05 -0.08 -4.69
H -2.54 -2.05 -4.46
H -3.42 -3.84 -2.96
H -3.48 -4.96 -0.76
H -2.14 -4.04 1.11
F 1.93 -0.73 -0.71
As 3.54 -1.03 -2.16
F 3.24 -2.63 -1.70
F 4.53 -0.84 -0.79
F 4.74 -1.25 -3.30
F 3.41 0.68 -2.23
F 2.19 -1.11 -3.22



# 8
52
Properties=species:S:1:pos:R:3 method="wB97M-V/def2-TZVPD" smiles="CCOC(=O)C1CCN(C(=O)c2ccccc2NC(=O)c2ccc(Br)cc2)CC1" e_homo_ev=-8.5 homo_lumo_gap_ev=9.0 total_energy_ha=-3836.7045 e_above_lowest_kcal_mol=2.95
C -3.56 1.22 1.47
C -3.30 0.06 0.51
H -2.39 0.23 -0.07
H -4.14 -0.09 -0.16
O -3.16 -1.17 1.22
C -1.98 -1.48 1.73
O -1.00 -0.79 1.65
C -2.04 -2.82 2.46
C -0.65 -3.28 2.91
H -0.02 -2.40 3.02
H -0.70 -3.79 3.87
C -0.03 -4.22 1.86
N -0.42 -3.81 0.54
C 0.30 -2.94 -0.22
O -0.23 -2.22 -1.06
C 1.78 -2.99 -0.06
C 2.41 -4.23 0.00
C 3.79 -4.32 0.10
C 4.55 -3.16 0.16
C 3.94 -1.92 0.07
C 2.56 -1.82 -0.07
N 1.92 -0.59 -0.23
C 2.48 0.64 -0.36
O 3.67 0.88 -0.27
C 1.50 1.72 -0.65
C 1.90 2.76 -1.48
C 1.04 3.80 -1.78
C -0.22 3.81 -1.21
C -0.63 2.80 -0.36
C 0.23 1.75 -0.08
H -0.08 0.98 0.61
H -1.61 2.84 0.09
Br -1.42 5.24 -1.61
H 1.35 4.60 -2.44
H 2.90 2.74 -1.90
H 0.93 -0.67 -0.42
H 4.54 -1.03 0.08
H 5.62 -3.23 0.25
H 4.26 -5.29 0.13
H 1.81 -5.12 -0.07
C -1.83 -3.98 0.26
C -2.67 -3.87 1.54
H -2.71 -4.82 2.06
H -3.69 -3.58 1.28
H -2.12 -3.20 -0.46
H -1.99 -4.96 -0.21
H 1.06 -4.21 1.96
H -0.38 -5.25 2.01
H -2.69 -2.66 3.33
H -4.42 0.99 2.10
H -3.78 2.12 0.90
H -2.70 1.39 2.10